a) Computed, not measured: 2 unconnected molecules or ions with the total composition C4H10N2S, with wB97M-V/def2-TZVPD.

Last column: natural (NBO) charge in e.
CARTESIAN COORDINATES (ANGSTROEM)
C 0.10962 -1.43030 -0.87916  -0.681
C -0.69316 -0.21050 -1.08037  0.152
N -1.77481 0.00477 -0.41408  -0.575
S -2.85612 1.28384 -0.67640  -0.295
H 1.13134 -1.15096 -1.27636  0.230
H 0.34388 -1.62516 0.20335  0.227
H -0.36620 -2.25141 -1.38710  0.243
H -0.65635 0.26681 -2.06350  0.216
H -1.88790 -0.43825 0.56942  0.429
C 0.91254 1.51338 0.04124  -0.484
C 0.77826 0.77358 1.07207  0.012
N -0.31760 0.81908 2.03004  -0.846
H 0.18744 2.26661 -0.25901  0.222
H 1.59303 1.32959 -0.76620  0.207
H 1.32266 -0.03847 1.30313  0.178
H -0.10158 0.69068 3.00796  0.382
H -1.01569 1.46032 1.91036  0.384

Calculated values
structure (SMILES)	C/C=[NH+]/[S-].C=CN

b) Computed, not measured: 2 unconnected molecules or ions with the total composition C4H10N2S, with wB97M-V/def2-TZVPD.

Last column: natural (NBO) charge in e.
CARTESIAN COORDINATES (ANGSTROEM)
C -3.01563 0.00389 -0.79930  -0.128
N -2.22989 0.31022 0.17863  -0.426
C -2.02019 -0.63524 1.27066  -0.409
S -1.44750 1.65218 0.32702  -0.097
H -3.62628 -0.88440 -1.03664  0.212
H -3.08836 0.90213 -1.58649  0.208
H -2.84987 -1.35059 1.14409  0.197
H -0.97773 -1.03424 1.28717  0.230
H -2.31383 -0.27168 2.18375  0.225
C 1.55104 0.15220 0.26447  -0.043
N 2.15585 -0.26675 -0.73782  -0.406
C 3.58195 0.14175 -0.98510  -0.448
H 1.98124 0.79801 0.96003  0.141
H 0.48892 -0.21503 0.43592  0.157
H 4.13322 -0.79861 -0.90474  0.211
H 3.67862 0.74496 -1.91060  0.215
H 3.99846 0.75121 -0.09103  0.160

Calculated values
structure (SMILES)	C=[N+](C)[S-].C=NC

c) Computed, not measured: a single C4H10N2S molecule, with wB97M-V/def2-TZVPD.

Last column: natural (NBO) charge in e.
CARTESIAN COORDINATES (ANGSTROEM)
C 0.44893 0.72112 -0.88065  -0.295
C 1.34506 -0.46298 -0.40181  -0.353
C 0.84316 -1.13377 0.93559  -0.623
C -1.85386 -0.06368 -0.40928  -0.444
N -0.91673 1.28568 1.03434  -0.284
N -0.80297 0.85621 -0.14283  0.017
S 3.00067 0.24750 -0.13185  -0.443
H 1.07836 1.63055 -0.76748  0.269
H 0.22868 0.55148 -1.90389  0.227
H 1.36367 -1.26774 -1.11850  0.214
H 0.63939 -0.24717 1.58183  0.202
H 1.66113 -1.75713 1.32818  0.251
H 0.00761 -1.73001 0.72490  0.173
H -2.74614 0.11678 0.38403  0.247
H -2.24066 0.09591 -1.40876  0.231
H -1.62163 -1.02712 -0.13974  0.236
H -0.43465 2.18437 1.31593  0.373

Stability, descending: a), b), c)

a) Computed, not measured: a single C2H9N3O molecule, with wB97M-V/def2-TZVPD.

Last column: natural (NBO) charge in e.
CARTESIAN COORDINATES (ANGSTROEM)
C -1.02652 -0.42673 1.10270  -0.426
N -0.45568 -0.73251 -0.19481  -0.302
N 0.43781 -1.82210 -0.24524  -0.670
C -0.05144 0.39981 -1.06505  -0.079
N 1.00162 0.95868 -0.24973  -0.350
O 0.82989 2.47402 -0.50349  -0.636
H -1.60283 -1.28773 1.44643  0.195
H -1.69879 0.42334 1.00618  0.199
H -0.25284 -0.18651 1.84417  0.172
H 1.12928 -1.75895 0.50540  0.322
H -0.09339 -2.67951 -0.12116  0.351
H -0.91068 1.06216 -1.17611  0.210
H 0.30209 -0.02757 -2.00289  0.199
H 1.90597 0.78308 -0.67952  0.352
H 0.48552 2.82052 0.33312  0.464

Calculated values
structure (SMILES)	CN(N)CNO

b) Computed, not measured: 2 unconnected molecules or ions with the total composition C2H9N3O, with wB97M-V/def2-TZVPD.

Last column: natural (NBO) charge in e.
CARTESIAN COORDINATES (ANGSTROEM)
C -0.68582 0.49968 -0.99079  -0.109
C 1.44431 0.66654 0.69078  -0.327
N -0.96962 0.72154 0.35053  -0.536
N 0.73993 -0.25402 -0.97070  -0.201
N -1.37990 -0.52777 0.98934  -0.763
O 0.56756 -1.62863 -0.65237  -0.592
H -0.14751 -1.56752 0.03758  0.498
H 1.26655 -0.26322 -1.85056  0.369
H -2.30365 -0.86231 0.71667  0.338
H -1.47554 -0.33038 1.98152  0.362
H -0.48176 1.43572 -1.51225  0.195
H -1.43254 -0.09035 -1.54264  0.178
H 2.44618 0.38390 0.38909  0.170
H 1.12542 0.08938 1.54725  0.206
H 1.28636 1.72745 0.81655  0.213

Stability, descending: a), b)

a) Computed, not measured: a single C2H9N3O molecule, with wB97M-V/def2-TZVPD.

Last column: natural (NBO) charge in e.
CARTESIAN COORDINATES (ANGSTROEM)
C 0.49576 -0.08427 -0.68651  0.281
C 0.19996 1.34055 -1.07729  -0.657
N 0.04625 -1.77393 0.77530  -0.856
N -0.44473 -0.54957 0.55222  -0.091
N -0.50871 0.33790 1.82197  -0.704
O 0.19449 -0.94732 -1.70652  -0.721
H 0.21333 -1.83559 -1.29818  0.513
H -0.59893 -2.30810 1.35985  0.318
H -1.42876 -0.46136 0.23264  0.360
H 1.52987 -0.21104 -0.34880  0.181
H -0.44246 1.33199 1.56658  0.342
H 0.32037 0.09302 2.37229  0.366
H 0.79150 1.58409 -1.95942  0.241
H 0.48566 2.02761 -0.28249  0.211
H -0.85360 1.45601 -1.32164  0.217

b) Computed, not measured: 2 unconnected molecules or ions with the total composition C2H9N3O, with wB97M-V/def2-TZVPD.

Last column: natural (NBO) charge in e.
CARTESIAN COORDINATES (ANGSTROEM)
N 0.93413 2.14567 -0.26307  -0.788
C 1.83299 1.16864 -0.59783  0.530
O 2.32932 0.29094 0.14126  -0.584
H 0.35119 2.33419 -1.05230  0.377
H 0.34250 1.67498 0.31922  0.366
H 2.08045 1.20348 -1.72011  0.099
N -1.61996 0.03800 0.66929  -0.854
C -0.95229 -1.33165 0.43738  -0.066
N -1.87553 -2.18283 -0.39885  -0.826
H -0.97718 0.66486 1.08996  0.336
H -2.29910 -0.31224 1.36791  0.356
H -0.81772 -1.91799 1.35723  0.167
H -0.01798 -1.23510 -0.09966  0.191
H -1.78676 -1.74643 -1.32610  0.347
H -2.86464 -2.02112 -0.15509  0.349

Calculated values
structure (SMILES)	NC=O.NCN

Stability, descending: b), a)

a) Computed, not measured: a gas-phase ion, H4N2O2P (charge -1), with wB97M-V/def2-TZVPD.

Last column: natural (NBO) charge in e.
CARTESIAN COORDINATES (ANGSTROEM)
N -1.23990 -0.35346 0.33480  -1.181
P 0.52730 -0.93495 -0.00775  2.304
N 1.53426 0.51615 -0.55659  -1.118
O 0.54910 -2.07551 -0.92636  -1.164
O 1.12660 -1.12093 1.35717  -1.213
H -0.90859 0.43437 0.92325  0.335
H -1.60591 -1.04746 1.09542  0.367
H 0.92623 1.16428 0.02605  0.333
H 1.21941 0.73029 -1.47845  0.337

Calculated values
structure (SMILES)	NP(N)(=O)[O-]
net charge	-1

b) Computed, not measured: 2 unconnected molecules or ions with the total composition H4N2O2P, with wB97M-V/def2-TZVPD.

Last column: natural (NBO) charge in e.
CARTESIAN COORDINATES (ANGSTROEM)
N 0.96861 0.32007 -0.88423  -0.716
N -0.43739 0.36743 -0.85643  -0.786
O -0.35490 0.23553 2.37281  -1.146
O 0.33847 -1.96888 1.60378  -1.130
P -0.62602 -0.85781 1.45032  1.953
H 1.29419 0.59097 -0.01547  0.327
H 1.38184 -0.52051 -1.23834  0.339
H -0.81620 1.23212 -0.60785  0.308
H -2.01362 -1.21440 1.17103  -0.148

Calculated values
net charge	-1

Stability, descending: a), b)